[1]
Here is C5H7NO as an isolated structure from the OMol25 dataset. Energies are from ωB97M-V/def2-TZVPD.

Each line ends with the Löwdin charge.
CARTESIAN COORDINATES (ANGSTROEM)
C -0.78170 1.92150 0.22484  -0.10
H -1.74898 2.31165 0.52273  0.11
O -0.96967 -2.10611 -0.48414  0.02
C -0.00409 1.90742 -0.85954  -0.02
H 0.80123 -3.39589 0.49044  0.01
H -0.01852 2.34750 -1.84794  0.09
C 0.19031 -0.23921 0.39364  -0.18
C -0.93507 -0.90612 -0.33261  -0.20
C 0.91989 0.95420 -0.14596  -0.19
H 1.40344 -3.69216 0.81467  0.04
N 0.07422 1.07468 1.06367  0.03
H -1.73553 -0.25854 -0.73055  0.13
H 0.80333 -0.94045 0.95747  0.13
H 2.00115 1.02153 -0.06671  0.14

- E_tot: -8831.43048 eV
- Multiplicity: 1
- ΔE to the lowest compared entry with this formula, charge and spin: 460.5 kJ/mol
- HOMO level: -9.39 eV
- Orbital gap: 10.1609 eV
- Strongest force on any atom: 0.5 eV/A



[2]
Here is C5H7NO as an isolated structure from the OMol25 dataset. Energies are from ωB97M-V/def2-TZVPD.

Each line ends with the Löwdin charge.
CARTESIAN COORDINATES (ANGSTROEM)
H 1.26696 1.18217 0.68683  0.11
C 0.99314 -0.70444 -0.42175  -0.29
H 2.70509 0.73003 -0.36621  0.10
H -2.71034 -0.25336 -0.94514  0.15
O -2.05077 1.48115 -0.06752  0.01
C -1.90606 0.14075 -0.31993  -0.37
H 1.32354 -0.98772 1.58381  0.10
H 1.33356 -1.19287 -1.33102  0.13
C -1.36721 -0.72513 0.80880  0.05
N 1.86958 -0.92683 0.72718  0.04
H -1.03169 -0.05411 -1.22299  0.18
H -1.77290 1.62010 0.85143  0.11
C -0.46083 -0.71311 -0.13755  -0.17
C 1.80796 0.40337 0.15407  -0.13

- E_tot: -8829.74802 eV
- Multiplicity: 1
- ΔE to the lowest compared entry with this formula, charge and spin: 622.8 kJ/mol
- HOMO level: -9.47 eV
- Orbital gap: 10.2548 eV
- Strongest force on any atom: 0.8 eV/A



[3]
Here is one molecule with the formula C5H7NO from the OMol25 dataset. Energies are from ωB97M-V/def2-TZVPD.

Each line ends with the Löwdin charge.
CARTESIAN COORDINATES (ANGSTROEM)
H -1.43143 -2.05772 -0.20389  0.10
C 0.53504 -1.32498 -0.03424  -0.10
H 2.10578 -0.09243 -0.81358  0.13
C -0.78282 -1.18813 -0.12845  -0.09
H 2.14711 -0.25192 0.92892  0.12
H -1.99398 0.24557 0.86670  0.12
N -0.51952 1.24536 -0.24671  0.07
C -1.46211 0.14839 -0.09291  -0.19
H -0.90854 2.17612 -0.16700  0.14
H 0.98265 -2.31694 -0.03725  0.10
O 1.37316 2.19678 0.55355  0.05
C 1.46575 -0.15167 0.07768  -0.10
C 0.77918 1.19745 0.19057  -0.49
H -2.22112 0.21435 -0.88116  0.12

- E_tot: -8836.05394 eV
- Structure (SMILES): O=C1CC=CCN1
- Multiplicity: 1
- ΔE to the lowest compared entry with this formula, charge and spin: 14.4 kJ/mol
- HOMO level: -9.46 eV
- Orbital gap: 10.3214 eV
- Strongest force on any atom: 0.3 eV/A



[4]
Here is one molecule with the formula C5H7NO from the OMol25 dataset. Energies are from ωB97M-V/def2-TZVPD.

Each line ends with the Löwdin charge.
CARTESIAN COORDINATES (ANGSTROEM)
H -0.97292 1.25076 -0.57457  0.13
H -1.26008 -0.75768 -1.86364  0.12
C -0.52966 -0.81665 -1.04896  -0.19
O 1.93576 2.46598 -0.10999  0.01
H -1.98896 -2.69110 1.84012  0.03
N 0.71745 0.63868 0.50736  0.02
C 1.60971 1.64043 0.72043  -0.37
C -1.57372 -2.13983 1.02473  0.11
C -0.09154 0.60726 -0.69242  -0.20
H 2.02419 1.62406 1.74525  0.13
H 0.51195 1.02343 -1.50222  0.12
H 0.32705 -1.38768 -1.42304  0.12
H 0.41212 0.08343 1.29505  0.12
C -1.12136 -1.54108 0.08189  -0.15

- E_tot: -8834.48222 eV
- Structure (SMILES): C#CCCNC=O
- Multiplicity: 1
- ΔE to the lowest compared entry with this formula, charge and spin: 166.0 kJ/mol
- HOMO level: -9.83 eV
- Orbital gap: 10.6768 eV
- Strongest force on any atom: 0.5 eV/A



[5]
Here is one molecule with the formula C5H7NO in a non-equilibrium geometry from the OMol25 dataset. Energies are from ωB97M-V/def2-TZVPD.

Each line ends with the Löwdin charge.
CARTESIAN COORDINATES (ANGSTROEM)
H -0.01198 -1.90420 -1.11788  0.15
H 1.28526 0.74566 1.39956  0.10
C -0.19688 -0.86843 -0.85763  -0.17
C 0.90667 -0.23075 1.56493  -0.08
C -0.69228 0.81440 -0.46100  -0.17
H 1.56101 -1.09114 1.75016  0.11
H -1.20392 1.77238 -0.29314  0.15
N -0.52294 -0.57083 1.79089  0.10
C -0.07616 -0.25148 0.49392  -0.44
O -1.55337 -0.29397 -0.91876  -0.06
H -0.06536 0.53918 -2.57069  0.12
H 1.35222 0.76183 -1.44908  0.11
H -1.09649 0.14909 2.21651  0.10
C 0.31423 0.42825 -1.54779  -0.02

- E_tot: -8831.08407 eV
- Multiplicity: 1
- ΔE to the lowest compared entry with this formula, charge and spin: 493.9 kJ/mol
- HOMO level: -9.49 eV
- Orbital gap: 10.5250 eV
- Strongest force on any atom: 2.2 eV/A



[6]
Here is one molecule with the formula C5H7NO in a non-equilibrium geometry from the OMol25 dataset. Energies are from ωB97M-V/def2-TZVPD.

Each line ends with the Löwdin charge.
CARTESIAN COORDINATES (ANGSTROEM)
H -1.30092 -1.81178 -0.86898  0.08
C 1.85164 0.88134 0.04870  -0.23
O 1.51533 1.81151 0.75691  0.06
C -1.21383 1.17760 0.02192  -0.24
C -0.53141 -0.05656 -0.06224  -0.29
H -0.88668 -2.10387 0.82438  0.09
H 1.33647 -1.15547 -0.12866  0.13
H 1.00900 -0.25013 -1.60617  0.13
H 2.90333 0.69610 -0.24728  0.12
H -2.34279 -1.15253 0.38513  0.08
C -1.29990 -1.34645 0.12653  -0.07
C 0.91844 -0.18523 -0.49509  -0.13
N -1.48113 2.27121 0.54494  0.20
H -0.47755 1.22425 0.69990  0.06

- E_tot: -8830.19180 eV
- Multiplicity: 1
- ΔE to the lowest compared entry with this formula, charge and spin: 580.0 kJ/mol
- HOMO level: -7.94 eV
- Orbital gap: 8.6035 eV
- Strongest force on any atom: 8.1 eV/A



[7]
Here is one molecule with the formula C5H7NO from the OMol25 dataset. Energies are from ωB97M-V/def2-TZVPD.

Each line ends with the Löwdin charge.
CARTESIAN COORDINATES (ANGSTROEM)
H 2.34157 -0.59749 -0.80662  0.14
O -2.26351 0.76441 -1.25783  0.01
H 1.44563 -1.92662 -0.24289  0.15
C 0.17990 -0.28193 -0.74099  -0.24
H 0.04952 -1.58833 -2.53158  0.08
C 0.08446 0.59775 1.63013  -0.07
N 1.44111 -1.06651 -0.78940  0.08
H -0.33909 -0.09959 2.36521  0.07
H -0.13675 1.61092 1.98590  0.07
H 1.17430 0.47808 1.65788  0.07
C -0.46408 0.39051 0.24377  -0.24
H -2.24608 1.56725 0.60146  0.12
C 0.47547 -0.78548 -1.94886  0.03
C -1.74245 0.93703 -0.16619  -0.27

- E_tot: -8832.10117 eV
- Structure (SMILES): C/C(=C/[O-])C1=C[NH2+]1
- Multiplicity: 1
- ΔE to the lowest compared entry with this formula, charge and spin: 395.8 kJ/mol
- HOMO level: -7.50 eV
- Orbital gap: 7.8845 eV
- Strongest force on any atom: 0.5 eV/A



[8]
Here is one molecule with the formula C5H7NO from the OMol25 dataset. Energies are from ωB97M-V/def2-TZVPD.

Each line ends with the Löwdin charge.
CARTESIAN COORDINATES (ANGSTROEM)
H -2.22848 -0.03760 -1.24768  0.10
H 0.88706 -0.59173 1.41865  0.11
H 0.42105 3.19635 0.76922  0.11
H -1.27419 1.98892 -0.40401  0.10
O 1.57247 1.61106 1.24085  -0.01
H 1.73232 -2.58115 0.25652  0.06
C 0.99030 -1.93517 -0.20360  0.03
H -1.64854 -1.55459 -0.71955  0.10
C -0.49765 0.03376 -0.15170  -0.33
C 0.57910 2.09737 0.72126  -0.30
N -1.44785 -0.58616 -0.91823  0.12
C -0.47384 1.38615 0.02071  -0.05
C 0.51313 -0.86982 0.43888  -0.11
H 0.69738 -2.16811 -1.22532  0.06

- E_tot: -8834.94041 eV
- Structure (SMILES): C=C/C(N)=C\C=O
- Multiplicity: 1
- ΔE to the lowest compared entry with this formula, charge and spin: 121.8 kJ/mol
- HOMO level: -8.63 eV
- Orbital gap: 8.9976 eV
- Strongest force on any atom: 0.4 eV/A



[9]
Here is one molecule with the formula C5H7NO in a non-equilibrium geometry from the OMol25 dataset. Energies are from ωB97M-V/def2-TZVPD.

Each line ends with the Löwdin charge.
CARTESIAN COORDINATES (ANGSTROEM)
C -0.08359 -0.04927 0.18075  -0.36
H -1.43511 1.55997 0.97202  0.13
H -0.01484 0.94135 -2.00579  0.11
H -1.71162 -1.63857 0.38779  0.10
C 1.70759 -0.33789 -0.87658  -0.58
O 2.72934 -0.74147 -1.39349  0.06
C 0.70602 0.80338 -1.13631  0.04
H 0.97230 1.68957 -0.72951  0.03
H 1.52182 -1.35895 1.07358  0.19
N 1.11861 -0.77011 0.29220  0.18
C -1.04295 0.52134 1.17497  -0.06
H -2.22388 -0.26524 -0.43678  0.09
H -0.77390 0.25335 2.27324  0.13
C -1.46979 -0.60747 0.22390  -0.06

- E_tot: -8828.14241 eV
- Multiplicity: 3
- ΔE to the lowest compared entry with this formula, charge and spin: 314.0 kJ/mol
- <S²>: 2.009
- HOMO level (spin up / spin down): -4.11 / -9.46 eV
- Orbital gap (spin up / spin down): 4.8738 / 6.7693 eV
- Strongest force on any atom: 6.2 eV/A



[10]
Here is one molecule with the formula C5H7NO2 in a non-equilibrium geometry from the OMol25 dataset. Energies are from ωB97M-V/def2-TZVPD.

Each line ends with the Löwdin charge.
CARTESIAN COORDINATES (ANGSTROEM)
O 2.64802 -1.00047 0.20122  0.10
C -0.73576 0.63374 -0.65321  -0.28
O 2.37290 1.27143 0.05668  0.10
H -0.93838 0.86439 -1.74490  0.15
H -0.15193 -1.58203 1.17912  0.12
C 0.59024 -0.13459 -0.24150  -0.13
C -0.92563 1.65503 0.40918  0.08
H 2.37357 -1.84258 -0.11326  0.09
H -0.32762 2.58005 0.34711  0.07
N -0.10221 -1.24084 0.24403  0.04
C -1.39392 -0.74554 -0.29520  -0.15
H -2.26879 -0.52754 0.44839  0.13
H -1.28544 1.34259 1.33765  0.04
C 1.90143 0.14708 0.05011  -0.51
H -1.75647 -1.42073 -1.22542  0.15

- E_tot: -10879.07399 eV
- Multiplicity: 1
- ΔE to the lowest compared entry with this formula, charge and spin: 438.4 kJ/mol
- HOMO level (spin up / spin down): -8.50 / -7.80 eV
- Orbital gap (spin up / spin down): 8.1547 / 7.7445 eV
- Strongest force on any atom: 3.9 eV/A



[11]
Here is C5H7NO2 as an isolated structure in a non-equilibrium geometry from the OMol25 dataset. Energies are from ωB97M-V/def2-TZVPD.

Each line ends with the Löwdin charge.
CARTESIAN COORDINATES (ANGSTROEM)
N -1.28283 -1.14729 1.31687  0.10
H 1.03536 -2.55935 -0.47591  0.08
C -0.38421 -1.12506 0.22334  -0.26
O 0.97622 0.80189 -0.52844  -0.10
H 2.03195 2.65250 -0.01505  0.17
C -0.01732 -2.22973 -0.64831  -0.07
H -1.96635 0.36773 2.62612  0.10
C -0.00245 0.24470 0.19381  -0.25
C -1.38872 0.03783 1.86612  -0.20
H -0.62030 -3.19415 -0.48680  0.10
C 1.00867 2.23135 -0.77693  -0.07
H 1.31167 2.31073 -2.04395  0.15
H -0.01788 -2.03586 -1.83319  0.12
O -0.71944 0.95159 1.19251  0.07
H 0.03563 2.69313 -0.61019  0.06

- E_tot: -10880.32641 eV
- Multiplicity: 1
- ΔE to the lowest compared entry with this formula, charge and spin: 317.5 kJ/mol
- HOMO level: -8.08 eV
- Orbital gap: 8.8018 eV
- Strongest force on any atom: 5.6 eV/A



[12]
Here is one molecule with the formula C5H7NO2 in a non-equilibrium geometry from the OMol25 dataset. Energies are from ωB97M-V/def2-TZVPD.

Each line ends with the Löwdin charge.
CARTESIAN COORDINATES (ANGSTROEM)
C -1.02049 0.23754 -0.74320  -0.46
C 0.06604 -1.33001 0.82149  -0.14
C 0.99772 0.80462 0.72579  -0.15
H 0.33391 -1.74403 1.79962  0.12
C -0.29622 0.15948 0.83573  -0.16
C 1.21436 -1.19529 -0.13373  -0.10
O 1.81091 -0.00962 0.07414  0.00
H -0.74397 -1.93467 0.41138  0.11
N -0.94022 1.46487 -1.32319  0.16
H 1.27367 1.84092 0.77009  0.11
H -1.49455 1.61959 -2.15186  0.11
O -1.88793 -0.55520 -1.02527  0.05
H 1.85823 -1.97625 -0.50199  0.11
H -1.00249 0.53853 1.57189  0.14
H -0.16898 2.07951 -1.13088  0.09

- E_tot: -10880.41161 eV
- Multiplicity: 1
- ΔE to the lowest compared entry with this formula, charge and spin: 309.3 kJ/mol
- HOMO level (spin up / spin down): -7.49 / -7.25 eV
- Orbital gap (spin up / spin down): 8.1630 / 7.9089 eV
- Strongest force on any atom: 2.6 eV/A